DFT (the ωB97M-V functional and the def2-TZVPD basis) results for 2 unconnected molecules or ions with the total composition Br3OP in a non-equilibrium geometry.

Results
relative energy (zero: lowest compared OMol25 entry of this formula, charge and spin): 81.3 kcal per mole
orbital gap (spin up / spin down): 5.16 / 7.93 eV
DFT total energy: -8138.5762 Ha
HOMO level (spin up / spin down): -9.52 / -10.31 eV

```
5
Br3OP the ωB97M-V functional and the def2-TZVPD basis
Br -2.53 0.89 -0.03
O 1.01 0.39 0.72
Br 1.52 1.46 -1.14
P -0.03 -0.62 1.03
Br 0.04 -2.13 -0.58
```